(1)
Here is a 13-piece molecular cluster, C3H35N2O12 overall at a distorted geometry from OMol25. Energies are from ωB97M-V with the def2-TZVPD basis set.

Charge ... +1
Maximum force ... 0.1779 hartree/bohr
HOMO level ... -0.454 Ha
Total energy ... -31220.062 eV
HOMO-LUMO gap ... 9.6499 eV

```
52
Properties=species:S:1:pos:R:3:forces:R:3
H 2.829344 2.395725 2.292676 3.171 1.265 0.998
O 0.055906 2.314605 -1.277968 0.648 1.725 4.262
H 2.303889 2.322090 -1.677377 1.790 -1.007 -0.894
H -0.009127 0.720810 -3.447236 0.655 1.385 1.901
H 2.633641 -1.467971 3.329252 1.763 -0.088 2.667
O 0.397116 -2.407223 -1.085165 2.179 -5.247 3.516
H 0.764147 -3.335034 -1.427571 -1.007 2.739 1.489
H -3.177282 0.726889 -2.218618 0.175 0.326 0.684
H 2.614362 -0.003216 -2.343401 3.748 1.628 0.050
N -1.950351 0.756033 0.983197 5.261 -4.355 -1.273
H 1.548054 -0.522930 -1.457679 0.588 0.312 -1.670
H -1.196873 1.178655 1.576623 -0.758 -0.240 -0.321
H -1.299764 -1.918468 3.860430 -1.768 -0.880 -0.259
H -0.773726 -2.593112 1.411298 -0.192 2.084 0.087
N -0.420408 -0.192246 3.813843 -0.350 -0.592 1.122
H -2.690263 1.353210 1.013243 -3.146 1.718 -0.136
H -0.123176 -0.881682 1.111124 0.547 -0.813 0.835
H 3.566423 1.746379 -1.034642 -0.055 -0.088 -1.125
O 3.186138 1.882653 -1.939013 -1.371 1.290 2.171
H -2.624707 -3.062393 -2.427764 -3.594 0.446 -0.188
H 0.418223 0.309046 3.781012 1.834 0.142 -0.354
H -1.061074 0.365131 3.347796 -1.581 1.568 -0.297
O -1.959842 -0.563373 -2.461077 -2.226 -1.555 8.734
O 1.753265 -0.268861 -2.410231 -4.705 -2.089 1.638
O -0.374625 0.345289 -4.207025 -1.753 0.543 -1.532
H 0.047984 1.758794 -1.974718 0.044 -2.862 -3.559
H -2.983303 -0.936960 1.968031 -0.263 -0.018 0.985
H -1.764662 -0.410323 -3.277543 2.348 1.337 -8.092
H 0.340177 -0.223692 -4.353679 1.682 -1.833 -1.206
H 1.852226 2.632765 1.084054 0.604 -0.217 0.790
H 3.352388 -1.396073 0.585661 0.589 -0.019 -0.810
H -1.540460 0.724080 -0.020343 -1.224 0.699 1.818
H -0.269268 3.138643 -1.587515 -0.558 1.207 -0.414
H 2.996109 -0.249241 1.331146 1.421 0.311 -2.504
O 2.133340 -1.493764 2.567255 -1.409 -0.262 -2.635
C -0.813200 -1.473474 1.750831 0.123 -2.284 -0.902
H 0.285479 -2.044316 -1.886412 -0.695 2.351 -4.854
O -3.269105 1.477269 -1.596703 -0.209 -0.090 -0.042
C -0.550480 -1.502685 3.241554 1.592 0.300 0.910
H -1.142799 -0.795971 -1.998610 -0.558 -0.062 -0.484
H -1.488286 -3.258110 -1.501237 1.335 -0.575 5.890
H 1.730580 -2.370924 2.515127 0.347 0.268 0.016
O 2.037129 2.163229 1.921374 -3.928 -1.045 -1.705
O -1.734897 -3.174775 -2.334590 2.020 -0.534 -5.871
H 0.278564 -2.151150 3.588596 -0.356 0.555 -0.716
H -2.534257 -1.279371 0.326596 1.007 0.609 1.480
O -0.848942 2.739686 2.827957 0.979 -1.891 -2.343
O 3.516923 -0.447174 0.449279 -2.001 -0.037 2.857
H -1.287268 3.251210 3.441873 -1.461 1.760 2.139
H 0.080928 2.748744 3.045268 0.613 0.083 0.035
C -2.125699 -0.891944 1.336316 -1.716 1.686 -2.824
H -3.283885 2.250378 -2.159689 -0.179 0.345 -0.066
```
Forces are in eV/Å.


(2)
Here is C17H19BI2N6O3Rb as an isolated structure from OMol25. Energies are from ωB97M-V with the def2-TZVPD basis set.

Charge ... -1
Maximum force ... 0.0114 hartree/bohr
HOMO level ... -0.178 Ha
Total energy ... -50559.737 eV
HOMO-LUMO gap ... 6.7577 eV

```
49
Properties=species:S:1:pos:R:3:forces:R:3
C -3.102270 1.607640 -1.565040 -0.028 -0.019 0.041
H -2.977133 2.361717 -4.918939 0.000 0.005 -0.003
H -4.722900 3.941875 -4.309510 -0.001 0.003 0.001
C 1.646682 4.848490 0.673259 0.021 0.002 -0.001
H -2.017507 0.449658 -5.568580 -0.001 0.000 -0.002
I 2.036964 -2.535056 1.870300 -0.025 0.182 0.030
O -2.609051 0.922578 -0.619604 -0.038 -0.076 -0.109
H 3.423844 4.383997 1.955184 -0.002 -0.003 0.007
C 5.052143 -0.547703 0.304623 -0.014 0.014 0.027
H -2.605113 -0.808677 -0.165377 -0.146 0.000 -0.045
H 3.553130 2.096217 2.960431 0.007 -0.015 0.014
N 3.475829 0.688187 1.235794 -0.038 0.036 0.019
C 3.919384 -0.443275 -0.517224 -0.008 -0.026 -0.020
N 1.617100 0.923739 2.996480 -0.069 -0.084 -0.061
H -0.873034 1.714114 -5.123638 0.007 0.004 0.006
C 0.682838 3.912171 0.263551 -0.017 -0.005 -0.037
N 2.094362 2.828095 1.444043 -0.027 0.004 -0.029
C -4.280814 3.302694 -3.556882 0.016 -0.013 -0.008
H 1.098041 2.556630 4.207225 0.002 0.001 0.007
H -2.235057 -2.174851 -0.734093 -0.047 -0.012 -0.015
H -0.394924 0.002443 -5.010686 0.000 0.003 -0.005
Rb -0.062645 -0.006457 -0.252009 0.487 0.189 0.269
O -2.341997 -1.715979 0.105060 -0.081 -0.025 -0.024
N 0.958972 2.703700 0.728600 0.003 -0.087 0.072
C 4.718452 0.197064 1.413482 0.039 -0.027 -0.010
H -0.851874 0.849452 5.122562 -0.007 0.004 0.001
N 1.143082 -0.321261 2.791351 -0.028 0.063 0.083
C -0.095042 0.669203 4.380065 0.019 0.013 -0.046
C 0.116731 -0.483994 3.624489 -0.043 -0.032 -0.020
H 5.964751 -1.087437 0.121262 0.006 -0.001 -0.001
H -4.461584 2.596998 -0.233689 -0.003 0.004 0.001
I 2.761368 -4.952615 0.886265 0.089 -0.232 -0.065
H -0.197736 4.062552 -0.342599 -0.007 0.005 0.004
H -0.419898 -1.419526 3.635984 0.016 -0.011 -0.007
N 2.977536 0.298797 0.045419 -0.041 -0.002 -0.044
C -1.211806 0.707496 -4.878787 -0.001 -0.011 -0.012
C -1.681852 0.599181 -3.432563 -0.080 -0.028 0.001
C 2.526520 4.104048 1.428437 0.014 0.017 -0.014
H -5.485650 4.057913 -1.929340 0.001 -0.001 -0.002
C -3.294304 2.409793 -3.885608 -0.011 0.011 0.005
H 3.744010 -0.887972 -1.485008 0.010 0.007 -0.009
C -4.704548 3.360908 -2.215591 -0.025 0.023 0.001
H 5.270300 0.420256 2.311342 -0.003 0.000 0.001
C 0.883951 1.535348 3.936796 0.013 0.052 0.034
C -2.687755 1.544146 -2.948070 0.007 -0.013 -0.058
H 1.689940 5.901797 0.456143 0.002 0.004 0.002
O -1.186499 -0.304288 -2.762164 -0.061 0.052 0.033
C -4.145677 2.554472 -1.268880 0.031 -0.010 0.008
B 2.742939 1.643721 2.185535 0.062 0.032 -0.016
```
Forces are in eV/Å.


(3)
Here is a 2-piece molecular cluster, C2H7N2O overall at a distorted geometry from OMol25. Energies are from ωB97M-V with the def2-TZVPD basis set.

Charge ... +1
⟨S²⟩ ... 2.004
2S+1 ... 3
Maximum force ... 0.0733 hartree/bohr
HOMO level (spin up / spin down) ... -0.436 / -0.525 Ha
Total energy ... -7202.260 eV
HOMO-LUMO gap (spin up / spin down) ... 8.2097 / 7.3309 eV

```
12
Properties=species:S:1:pos:R:3:forces:R:3
H -0.485348 1.155375 1.077848 0.363 0.345 -1.057
N -1.365401 -0.638208 -0.002946 -1.413 -0.985 2.860
H 0.410532 1.889549 -0.220286 -2.189 -0.300 0.873
C -0.777700 0.255506 -0.767809 0.761 2.211 1.779
H 2.118843 0.328580 -1.398973 -0.499 0.689 0.030
N -0.546261 1.464373 0.073820 3.455 -0.990 -1.140
O 1.528223 -0.615435 0.333953 -0.251 0.507 0.209
C 2.062051 -0.534077 -0.732306 2.289 -2.292 -0.856
H -1.333864 2.041312 -0.023197 -1.124 1.843 -0.127
H 2.712280 -1.408665 -1.163470 -1.118 1.090 0.740
H -1.606480 -1.476204 -0.403481 -0.851 -2.370 -0.971
H -1.375650 -0.688198 1.069584 0.578 0.252 -2.339
```
Forces are in eV/Å.


(4)
Here is C16H26N4O2 in the gas phase from OMol25. Energies are from ωB97M-V with the def2-TZVPD basis set.

Maximum force ... 0.0132 hartree/bohr
HOMO level ... -0.320 Ha
SMILES ... O=C(Cn1cc2c(n1)CCCCC2)NCCN1CCOCC1
Total energy ... -27069.503 eV
HOMO-LUMO gap ... 9.5007 eV

```
48
Properties=species:S:1:pos:R:3:forces:R:3
H 1.974145 -4.099476 0.090331 -0.123 0.136 -0.063
C 2.944336 -1.687321 0.291533 0.003 0.343 -0.087
H -3.650247 -1.881099 1.256324 0.009 0.025 0.019
H 3.629406 3.066865 -0.430719 0.050 0.090 -0.034
C -2.329558 -2.607232 -0.259150 -0.168 -0.162 0.395
C -2.729502 -1.543361 0.776616 -0.016 -0.238 -0.346
H -2.447729 1.505203 -1.794620 0.064 0.026 0.051
C -1.823740 0.595923 0.055152 -0.131 0.290 -0.254
H 2.784283 1.462068 2.023673 0.012 0.000 0.076
H 1.133305 3.291962 -0.724738 -0.059 -0.008 0.037
H -1.951748 -1.476818 1.552286 -0.063 -0.011 0.030
H -1.009067 0.057717 -0.428580 0.083 0.051 0.039
C 2.031692 -0.005901 -0.796972 0.138 -0.355 0.069
C 1.353549 -3.433070 -0.510526 -0.396 -0.547 -0.048
H -5.156487 2.326111 0.387444 -0.004 -0.075 -0.048
H -1.487378 0.921124 1.057213 0.045 -0.049 -0.049
C 3.095202 -0.336998 0.063051 0.047 -0.293 0.024
H -4.718055 1.390510 -1.074442 -0.014 0.019 0.083
H -3.815678 0.805423 1.794135 -0.050 -0.028 -0.018
O -3.249689 2.544984 -0.207810 0.052 0.152 0.085
O -0.458781 -4.497374 0.666312 -0.025 -0.362 0.238
C 1.586424 2.406088 -0.272594 0.179 0.125 -0.232
H 2.514453 1.626855 -2.052077 -0.058 0.037 -0.077
N -0.919180 -2.644801 -0.558884 -0.231 0.375 -0.243
C -0.108238 -3.579259 -0.044045 0.531 0.192 -0.241
H 4.332130 2.293161 1.868101 -0.034 -0.002 0.052
N 1.863684 -2.096307 -0.403209 0.396 0.352 0.201
C -4.380369 1.717059 -0.079171 -0.261 -0.257 0.228
C 2.913819 2.826543 0.359769 -0.230 -0.086 0.262
H -4.964968 -0.150259 0.814670 -0.003 0.023 0.038
H 4.768713 0.030283 1.294462 0.069 0.035 -0.067
H -0.486671 -1.878889 -1.069085 -0.039 -0.222 0.069
C 1.719051 1.334914 -1.359371 -0.188 0.033 0.131
H 0.788622 1.263073 -1.925580 0.048 -0.017 -0.079
H -2.886668 -2.422469 -1.180493 -0.025 -0.042 0.098
N 1.301212 -1.079857 -1.065334 -0.186 0.201 -0.484
H 3.523305 -2.366682 0.884240 0.113 -0.181 0.121
H -1.339209 2.521649 -0.823506 0.019 -0.061 -0.043
H 0.910208 2.048508 0.506778 -0.098 0.028 0.033
C -4.076282 0.482307 0.770428 -0.048 0.297 -0.206
C 3.535740 1.799046 1.305875 0.254 0.109 -0.144
C 4.137570 0.583515 0.595429 -0.111 0.015 0.186
H -2.581038 -3.596748 0.130574 -0.030 0.096 -0.103
N -2.993535 -0.260233 0.147592 -0.079 0.102 0.139
C -2.179664 1.828215 -0.777095 0.324 -0.211 0.027
H 4.773119 0.930632 -0.225569 0.101 0.003 0.059
H 2.737111 3.743038 0.929067 0.054 0.026 -0.063
H 1.392385 -3.758617 -1.557481 0.078 0.028 0.138
```
Forces are in eV/Å.


(5)
Here is a 4-piece molecular cluster, C3H13NO3 overall from OMol25. Energies are from ωB97M-V with the def2-TZVPD basis set.

Maximum force ... 0.0189 hartree/bohr
HOMO level ... -0.374 Ha
SMILES ... C=NCC.O.O.O
Total energy ... -10954.162 eV
HOMO-LUMO gap ... 11.0091 eV

```
20
Properties=species:S:1:pos:R:3:forces:R:3
H 1.059524 0.524104 0.236615 -0.430 -0.192 0.034
H 0.869357 -1.099534 3.315691 0.061 -0.083 -0.060
H 0.395022 -2.327435 -0.245526 -0.231 -0.014 -0.216
O 0.083086 -0.809832 2.848339 -0.267 0.268 0.015
H 0.993648 0.814727 -2.275118 -0.019 -0.049 0.174
H 0.104454 -1.279949 2.006074 0.254 -0.188 0.006
C 0.436168 1.298032 -0.221183 0.279 0.861 -0.360
H 2.070536 1.956967 -1.472409 -0.085 -0.102 0.089
H -1.277843 1.557996 1.595360 -0.217 0.124 0.010
H 0.502210 2.189762 0.406916 0.089 -0.042 0.275
C -1.688206 1.105493 0.688738 0.339 -0.381 0.074
H -2.695586 0.699472 0.702502 -0.107 0.255 -0.005
H 0.518387 2.470281 -2.057220 -0.445 0.454 -0.080
H 1.785004 -2.897013 0.120767 -0.041 0.023 -0.011
H -1.887787 -1.954332 -1.793465 0.088 -0.160 0.013
N -0.964648 0.902205 -0.324637 0.108 -0.429 0.200
C 1.023648 1.654322 -1.574493 0.498 -0.462 -0.266
H -1.239118 -0.708090 -1.149331 0.211 -0.230 0.055
O 1.032643 -2.417221 0.475855 0.071 0.072 0.165
O -1.120500 -1.679954 -1.283475 -0.158 0.274 -0.111
```
Forces are in eV/Å.


Q: Among the records above, which one has the highest maximum force?
A: C3H35N2O12


Q: What is the maximum force in the second record?
A: 0.0114 hartree/bohr


Q: Among the records above, which one has the highest total energy?
A: C2H7N2O


Q: Among the records above, which one has the highest maximum force?
A: C3H35N2O12